*1*
2 unconnected molecules or ions with the total composition CH5N2O. Source: the Open Molecules 2025 dataset; level of theory: ωB97M-V with the def2-TZVPD basis set.

```
9
Properties=species:S:1:pos:R:3:nbo_charge:R:1
C -1.338 -0.911 0.520 -0.039
N 1.445 0.912 -1.601 -0.489
N 1.536 -0.221 -0.980 0.319
O 0.733 -0.863 -0.302 -0.325
H -0.758 -1.355 1.358 0.239
H -1.550 0.150 0.499 0.209
H -1.904 -1.621 -0.204 0.249
H 2.342 1.135 -1.868 0.425
H 0.650 1.599 -1.656 0.412
```

Its net charge is +1. As for the orbital gap (alpha / beta): 8.2 / 8.2 eV.

*2*
A gas-phase ion, CH5N2O (charge +1). Source: the Open Molecules 2025 dataset; level of theory: ωB97M-V with the def2-TZVPD basis set.

```
9
Properties=species:S:1:pos:R:3:nbo_charge:R:1
C 0.468 0.182 0.499 0.332
N 1.003 1.234 -0.266 -0.264
N -0.822 -0.539 0.083 -0.750
O 1.494 -0.130 -0.303 -0.311
H 0.580 0.193 1.563 0.220
H 0.422 1.517 -1.150 0.365
H -0.726 -0.734 -0.969 0.457
H -1.762 -0.153 0.124 0.471
H -0.658 -1.572 0.417 0.479
```

Its net charge is +1. Its SMILES is [NH3+][C@@H]1NO1. As for the orbital gap: 11.2 eV.

Q: Which of them is the least stable? A: *1*.

*1*
2 unconnected molecules or ions with the total composition C2H11N2O. Source: the Open Molecules 2025 dataset; level of theory: ωB97M-V with the def2-TZVPD basis set.

```
16
Properties=species:S:1:pos:R:3:nbo_charge:R:1
N -0.977 0.857 0.183 -0.706
C -0.208 0.955 -1.136 -0.273
C 0.714 -0.232 -1.430 -0.259
N 0.822 -1.109 -0.125 -0.891
H -1.967 1.046 0.097 0.437
H -0.812 -0.008 0.772 0.508
H -0.648 1.606 0.782 0.435
H -0.880 1.110 -2.052 0.248
H 0.231 1.954 -1.273 0.244
H 0.232 -0.869 -2.209 0.225
H 1.791 -0.150 -1.689 0.243
H 0.980 -2.112 -0.306 0.391
H 1.672 -0.852 0.341 0.363
H 0.170 -1.200 2.258 0.502
H -0.666 -0.525 3.390 0.515
O -0.455 -0.473 2.399 -0.981
```

Its net charge is +1. As for the orbital gap: 11.0 eV.

*2*
2 unconnected molecules or ions with the total composition C2H11N2O. Source: the Open Molecules 2025 dataset; level of theory: ωB97M-V with the def2-TZVPD basis set.

```
16
Properties=species:S:1:pos:R:3:nbo_charge:R:1
C 0.985 2.351 1.343 -0.512
N -0.055 1.647 0.459 -0.704
H 0.908 3.454 1.481 0.262
H 1.371 1.826 2.300 0.273
H 2.074 2.288 1.000 0.256
H -0.327 2.144 -0.386 0.443
H -0.888 1.524 1.104 0.442
H 0.332 0.762 0.201 0.468
N 0.714 -0.870 -0.590 -0.918
C -0.558 -1.475 -1.186 0.109
O -1.257 -2.030 -0.129 -0.697
H 1.208 -1.514 -0.018 0.392
H 1.240 -0.636 -1.485 0.380
H -1.033 -0.593 -1.984 0.146
H -0.264 -2.349 -1.720 0.189
H -1.741 -1.361 0.511 0.472
```

Its net charge is +1. As for the orbital gap: 10.7 eV.

Q: Which of them is the least stable? A: *2*.

*1*
2 unconnected molecules or ions with the total composition C2H11N2O. Source: the Open Molecules 2025 dataset; level of theory: ωB97M-V with the def2-TZVPD basis set.

```
16
Properties=species:S:1:pos:R:3:nbo_charge:R:1
C 2.355 -0.305 1.116 -0.420
N 1.667 0.592 0.195 -0.905
H 3.317 -0.034 1.502 0.202
H 1.704 -0.514 1.968 0.195
H 2.595 -1.237 0.584 0.198
H 2.010 0.787 -0.733 0.389
H 1.350 1.425 0.668 0.374
H -0.236 -0.655 -0.002 0.472
N -1.092 -0.834 -0.558 -0.725
C -1.793 0.477 -0.891 0.097
O -3.057 0.444 -0.332 -0.687
H -1.766 -1.487 -0.151 0.454
H -0.740 -1.307 -1.393 0.438
H -1.242 1.315 -0.511 0.209
H -1.939 0.410 -1.975 0.206
H -3.134 0.924 0.513 0.504
```

Its net charge is +1. As for the orbital gap: 10.0 eV.

*2*
2 unconnected molecules or ions with the total composition C2H11N2O. Source: the Open Molecules 2025 dataset; level of theory: ωB97M-V with the def2-TZVPD basis set.

```
16
Properties=species:S:1:pos:R:3:nbo_charge:R:1
C -1.151 0.820 -0.911 -0.261
N -0.519 -0.226 -1.755 -0.880
C -0.089 1.302 0.064 -0.241
N 0.660 0.156 0.631 -0.674
H -2.040 0.470 -0.333 0.211
H -1.627 1.665 -1.487 0.233
H -1.123 -1.027 -1.832 0.382
H -0.346 0.056 -2.716 0.390
H -0.537 1.912 0.858 0.231
H 0.683 1.931 -0.443 0.220
H 1.322 0.570 1.301 0.431
H 0.092 -0.567 1.100 0.471
H 1.228 -0.284 -0.097 0.462
H 1.815 -2.044 2.155 0.499
H 0.595 -2.770 1.895 0.504
O 1.036 -1.965 1.570 -0.977
```

Its net charge is +1. As for the orbital gap: 10.8 eV.

Q: Which of them is the least stable? A: *1*.

*1*
C25H35N3O3 in the gas phase. Source: the Open Molecules 2025 dataset; level of theory: ωB97M-V with the def2-TZVPD basis set.

```
66
Properties=species:S:1:pos:R:3:nbo_charge:R:1
C 1.997 -3.348 3.182 -0.635
C 0.529 -3.485 2.804 -0.071
H 0.302 -4.496 2.461 0.189
H -0.110 -3.229 3.655 0.197
O 0.189 -2.637 1.710 -0.522
C -0.100 -1.370 1.999 0.852
O -0.036 -0.898 3.105 -0.632
C -0.533 -0.593 0.756 -0.170
C -0.391 0.912 1.010 -0.401
C 1.075 1.325 1.109 -0.218
N 1.762 0.965 -0.113 -0.457
C 1.762 -0.473 -0.284 -0.227
C 0.329 -0.963 -0.456 -0.394
H -0.097 -0.482 -1.338 0.215
H 0.324 -2.043 -0.603 0.227
H 2.346 -0.718 -1.174 0.211
H 2.231 -0.981 0.579 0.167
C 3.089 1.539 -0.240 -0.257
C 3.521 1.494 -1.667 0.356
N 4.711 1.166 -2.094 -0.461
C 4.651 1.203 -3.452 -0.092
C 3.393 1.541 -3.852 -0.103
N 2.670 1.742 -2.704 -0.396
C 1.303 2.064 -2.637 0.276
C 0.876 3.196 -1.952 -0.236
C -0.474 3.477 -1.884 -0.198
C -1.397 2.647 -2.500 -0.226
C -0.980 1.527 -3.207 0.005
C 0.379 1.248 -3.274 -0.265
H 0.725 0.377 -3.814 0.220
C -1.967 0.611 -3.864 -0.632
H -2.070 -0.307 -3.284 0.221
H -1.633 0.336 -4.862 0.221
H -2.945 1.080 -3.937 0.217
H -2.451 2.874 -2.434 0.211
H -0.814 4.352 -1.349 0.217
H 1.599 3.844 -1.482 0.219
H 2.960 1.676 -4.822 0.220
H 5.513 0.980 -4.047 0.207
H 3.048 2.579 0.101 0.210
H 3.850 1.019 0.363 0.205
H 1.132 2.410 1.233 0.200
H 1.534 0.853 1.994 0.180
H -0.850 1.454 0.181 0.217
H -0.893 1.185 1.938 0.225
C -2.001 -0.969 0.471 -0.350
H -2.030 -1.973 0.043 0.218
H -2.409 -0.264 -0.255 0.208
C -2.882 -0.987 1.720 0.079
C -4.375 -0.908 1.383 -0.410
C -5.192 -0.995 2.671 -0.398
C -4.798 -2.256 3.436 -0.427
C -3.282 -2.276 3.635 -0.061
O -2.598 -2.193 2.407 -0.549
H -2.960 -3.215 4.092 0.191
H -2.977 -1.441 4.285 0.166
H -5.295 -2.294 4.405 0.210
H -5.089 -3.137 2.860 0.201
H -6.260 -1.006 2.444 0.209
H -4.986 -0.117 3.288 0.195
H -4.583 0.028 0.861 0.206
H -4.632 -1.740 0.725 0.201
H -2.628 -0.138 2.376 0.172
H 2.240 -4.051 3.973 0.215
H 2.195 -2.339 3.536 0.223
H 2.629 -3.551 2.320 0.209
```

Its SMILES is CCOC(=O)C1(C[C@H]2CCCCO2)CCN(Cc2nccn2-c2cccc(C)c2)CC1. As for the orbital gap: 9.0 eV.

*2*
C25H35N3O3 in the gas phase. Source: the Open Molecules 2025 dataset; level of theory: ωB97M-V with the def2-TZVPD basis set.

```
66
Properties=species:S:1:pos:R:3:nbo_charge:R:1
C -4.879 2.443 -0.539 -0.635
C -3.942 2.463 -1.738 -0.074
H -4.366 1.912 -2.580 0.187
H -3.731 3.496 -2.034 0.199
O -2.709 1.805 -1.447 -0.529
C -1.780 2.520 -0.795 0.829
O -1.938 3.671 -0.483 -0.613
C -0.499 1.718 -0.587 -0.145
C 0.361 2.390 0.487 -0.434
C -0.321 2.303 1.855 -0.216
N -0.676 0.959 2.262 -0.442
C -1.462 0.290 1.252 -0.217
C -0.831 0.286 -0.150 -0.424
H 0.087 -0.300 -0.146 0.208
H -1.525 -0.172 -0.856 0.223
H -1.660 -0.735 1.580 0.202
H -2.424 0.815 1.196 0.192
C 0.351 0.161 2.907 -0.262
C 1.324 -0.563 2.030 0.351
N 2.388 -0.042 1.474 -0.478
C 2.958 -1.025 0.729 -0.088
C 2.220 -2.166 0.824 -0.107
N 1.180 -1.876 1.668 -0.379
C 0.179 -2.791 2.050 0.140
C 0.016 -3.136 3.386 -0.225
C -0.976 -4.035 3.735 -0.192
C -1.790 -4.591 2.766 -0.204
C -1.624 -4.264 1.424 -0.018
C -0.632 -3.360 1.076 -0.184
H -0.487 -3.083 0.041 0.215
C -2.502 -4.884 0.381 -0.628
H -3.551 -4.760 0.645 0.223
H -2.302 -5.952 0.309 0.224
H -2.330 -4.434 -0.594 0.217
H -2.562 -5.291 3.048 0.212
H -1.109 -4.306 4.772 0.219
H 0.668 -2.713 4.135 0.225
H 2.346 -3.141 0.400 0.222
H 3.865 -0.853 0.184 0.207
H 0.916 0.827 3.562 0.229
H -0.172 -0.577 3.527 0.206
H 0.328 2.736 2.618 0.201
H -1.250 2.883 1.832 0.199
H 1.331 1.898 0.546 0.241
H 0.518 3.435 0.223 0.232
C 0.185 1.737 -1.974 -0.395
H 0.181 2.761 -2.353 0.229
H -0.402 1.115 -2.653 0.211
C 1.645 1.278 -1.983 0.094
C 2.037 0.636 -3.321 -0.411
C 3.517 0.259 -3.286 -0.399
C 4.345 1.492 -2.933 -0.428
C 3.810 2.108 -1.639 -0.062
O 2.442 2.422 -1.741 -0.541
H 4.313 3.052 -1.418 0.193
H 3.971 1.416 -0.799 0.162
H 5.397 1.231 -2.809 0.208
H 4.261 2.227 -3.735 0.201
H 3.829 -0.146 -4.252 0.207
H 3.673 -0.515 -2.529 0.192
H 1.422 -0.248 -3.499 0.204
H 1.857 1.354 -4.123 0.201
H 1.829 0.537 -1.188 0.177
H -5.830 2.893 -0.810 0.216
H -4.443 3.009 0.280 0.224
H -5.050 1.420 -0.211 0.207
```

Its SMILES is CCOC(=O)C1(C[C@H]2CCCCO2)CCN(Cc2nccn2-c2cccc(C)c2)CC1. As for the orbital gap: 8.5 eV.

Q: Which of them is the least stable? A: *2*.